No. 1
Molecular formula: C51H60O9P2SiZn
Method: DFT, ωB97M-V/def2-TZVPD

Structure (XYZ):
```
124
Properties=species:S:1:pos:R:3:forces:R:3
Zn -0.2672 -0.1585 0.3149 -0.02 -0.02 0.10
O 1.9457 0.0888 0.3503 -0.05 -0.06 0.07
C 2.3515 1.3820 0.7829 0.07 -0.07 -0.05
C 1.1644 2.3235 0.3871 -0.19 0.09 0.25
O 1.3076 3.5294 0.5353 0.04 -0.19 -0.12
O 0.0940 1.7407 -0.0090 0.11 0.04 -0.12
C 2.5301 1.3918 2.3119 -0.04 0.07 -0.04
C 2.4852 2.5737 3.0517 0.03 -0.01 0.00
C 2.6503 2.5552 4.4300 0.06 -0.01 -0.02
C 2.8529 1.3597 5.1022 0.01 0.00 0.00
C 2.8868 0.1780 4.3780 -0.01 0.01 -0.01
C 2.7266 0.1977 2.9994 0.03 -0.05 0.02
C 3.6271 1.7845 0.0381 -0.02 0.05 0.04
C 4.1105 0.9819 -0.9896 0.03 -0.03 -0.06
C 5.2708 1.3249 -1.6742 -0.01 0.00 0.01
C 5.9564 2.4820 -1.3494 0.00 0.02 0.00
C 5.4678 3.2992 -0.3383 0.01 0.01 0.01
C 4.3156 2.9560 0.3486 -0.04 -0.07 0.02
H 2.6086 -0.5844 0.5384 0.00 0.02 -0.04
H 2.2766 3.5055 2.5456 0.03 0.02 -0.03
H 2.6072 3.4863 4.9823 0.01 -0.01 0.00
H 2.9749 1.3474 6.1786 -0.01 0.00 -0.03
H 3.0339 -0.7683 4.8855 -0.01 0.02 -0.01
H 2.7342 -0.7511 2.4769 0.01 0.03 0.01
H 3.5750 0.0898 -1.2862 -0.01 0.03 0.01
H 5.6292 0.6824 -2.4685 0.00 0.00 0.00
H 6.8588 2.7522 -1.8831 -0.01 0.00 0.01
H 5.9861 4.2150 -0.0830 0.00 -0.01 0.00
H 3.9407 3.6125 1.1182 -0.01 0.01 0.03
O -2.3848 0.2047 0.3159 -0.06 0.00 0.00
P -3.3509 0.4785 1.4250 0.10 0.06 -0.03
C -3.0708 -0.5917 2.8621 -0.02 -0.01 0.07
P -1.3602 -0.4732 3.4769 -0.01 -0.04 -0.09
O -0.3763 -0.1612 2.3963 0.03 0.02 0.01
C -1.3526 0.8178 4.7202 0.04 0.07 0.00
C -0.6383 1.9732 4.4185 -0.05 -0.02 -0.01
C -0.6354 3.0325 5.3151 -0.03 0.01 0.02
C -1.3370 2.9366 6.5065 0.01 0.02 -0.01
C -2.0427 1.7780 6.8137 0.00 -0.02 0.01
C -2.0507 0.7181 5.9229 -0.03 0.00 0.02
C -1.0360 -2.0778 4.2090 0.03 -0.03 -0.02
C 0.1745 -2.6846 3.8862 0.00 0.00 0.01
C 0.4669 -3.9461 4.3851 0.01 -0.01 -0.03
C -0.4468 -4.6006 5.1977 -0.02 -0.01 -0.01
C -1.6625 -4.0028 5.5091 0.01 0.01 0.00
C -1.9597 -2.7446 5.0123 -0.01 0.01 0.03
C -3.2569 2.1607 2.0410 0.04 0.01 -0.02
C -2.3224 3.0219 1.4745 0.02 0.00 0.02
C -2.1842 4.3090 1.9818 0.01 0.02 0.00
C -2.9762 4.7280 3.0390 0.00 0.00 0.00
C -3.9183 3.8689 3.5989 0.00 -0.01 0.00
C -4.0615 2.5872 3.0994 -0.02 -0.03 0.01
C -5.0462 0.1803 0.9153 -0.02 0.03 -0.05
C -5.9170 -0.6815 1.5721 0.00 -0.02 0.02
C -7.2054 -0.8685 1.0889 0.00 0.00 0.01
C -7.6218 -0.1967 -0.0498 -0.01 0.00 0.00
C -6.7536 0.6638 -0.7117 0.00 0.00 0.01
C -5.4698 0.8536 -0.2316 -0.01 0.00 -0.01
H -3.2448 -1.6192 2.5386 0.00 -0.08 -0.03
H -3.7668 -0.3443 3.6684 0.01 0.00 -0.02
H -0.0829 2.0353 3.4906 -0.05 -0.02 0.02
H -0.0797 3.9307 5.0753 -0.02 -0.02 0.01
H -1.3322 3.7643 7.2054 0.00 -0.02 -0.02
H -2.5802 1.7003 7.7504 0.01 0.00 -0.02
H -2.5925 -0.1864 6.1767 0.01 0.02 -0.01
H 0.8636 -2.1736 3.2249 -0.02 -0.01 0.02
H 1.4014 -4.4243 4.1210 -0.02 0.01 0.01
H -0.2219 -5.5900 5.5763 0.00 0.03 0.00
H -2.3806 -4.5207 6.1313 0.01 -0.01 -0.01
H -2.9194 -2.2944 5.2438 0.02 -0.02 -0.01
H -1.6815 2.6842 0.6683 0.00 -0.01 0.01
H -1.4412 4.9676 1.5490 -0.02 -0.02 0.01
H -2.8632 5.7300 3.4351 0.00 -0.02 0.00
H -4.5361 4.2008 4.4241 0.01 -0.01 -0.02
H -4.8031 1.9215 3.5317 0.02 0.02 -0.01
H -5.6002 -1.2214 2.4566 -0.01 0.02 -0.04
H -7.8796 -1.5436 1.6000 0.01 0.01 -0.01
H -8.6256 -0.3451 -0.4270 0.01 0.00 0.00
H -7.0771 1.1830 -1.6042 0.00 0.00 0.01
H -4.7866 1.5170 -0.7510 -0.01 -0.02 0.02
C -2.6614 -5.5315 -0.9615 -0.05 -0.03 -0.04
C -1.9414 -4.9007 0.2251 0.04 -0.02 -0.03
C -1.8383 -5.8958 1.3748 -0.01 -0.04 0.02
C -2.6704 -3.6473 0.6974 -0.07 0.10 0.00
O -0.6026 -4.5914 -0.1432 0.06 0.04 -0.01
Si -0.0186 -3.3016 -0.9948 0.10 -0.03 0.04
O -0.1311 -1.9295 -0.2282 -0.14 0.14 0.08
O 1.5740 -3.6405 -1.2234 0.03 -0.05 -0.06
C 2.2336 -4.6548 -1.9856 -0.04 0.04 0.04
C 3.6068 -4.8191 -1.3488 0.05 0.00 0.04
C 1.4745 -5.9776 -1.9443 -0.05 0.00 0.01
C 2.3759 -4.1777 -3.4264 0.00 0.03 -0.03
O -0.8282 -3.3298 -2.4321 0.02 -0.02 -0.14
C -1.2465 -2.2623 -3.2885 -0.02 0.02 0.10
C -2.4977 -1.6254 -2.6921 0.02 0.08 0.03
C -0.1455 -1.2193 -3.4576 0.03 -0.02 -0.05
C -1.5689 -2.9043 -4.6311 -0.01 -0.02 -0.04
H -3.6905 -5.7870 -0.6953 0.02 0.00 0.00
H -2.1447 -6.4440 -1.2678 -0.01 0.03 0.00
H -2.6705 -4.8420 -1.8065 0.00 -0.04 0.04
H -2.8294 -6.2302 1.6931 0.03 0.01 -0.01
H -1.3324 -5.4325 2.2244 0.00 0.00 0.01
H -1.2591 -6.7660 1.0600 -0.02 0.03 0.01
H -3.6525 -3.9129 1.1026 0.03 0.03 -0.01
H -2.8068 -2.9275 -0.1147 0.02 -0.06 0.05
H -2.0666 -3.1682 1.4712 -0.01 0.02 0.05
H 3.5005 -5.1526 -0.3147 0.01 0.01 -0.02
H 4.1342 -3.8630 -1.3521 -0.01 -0.03 0.00
H 4.2056 -5.5514 -1.8943 -0.01 0.01 0.01
H 1.3240 -6.2983 -0.9131 0.00 0.00 -0.02
H 2.0373 -6.7462 -2.4794 -0.01 0.03 0.01
H 0.4940 -5.8757 -2.4147 0.02 0.01 0.01
H 2.9010 -3.2204 -3.4558 -0.02 -0.02 0.00
H 1.3910 -4.0530 -3.8781 0.00 0.01 0.01
H 2.9406 -4.9029 -4.0173 -0.01 0.01 0.01
H -2.2830 -1.2096 -1.7047 -0.04 -0.04 -0.09
H -3.2886 -2.3736 -2.5951 0.01 0.00 0.00
H -2.8626 -0.8192 -3.3334 0.00 -0.01 0.00
H 0.0828 -0.7356 -2.5086 0.02 0.00 0.02
H -0.4579 -0.4516 -4.1686 -0.01 -0.01 0.01
H 0.7669 -1.6864 -3.8330 -0.02 0.00 0.01
H -2.3100 -3.6941 -4.4962 0.01 0.01 -0.01
H -0.6715 -3.3451 -5.0696 -0.01 0.00 0.02
H -1.9679 -2.1637 -5.3282 0.02 -0.02 0.02
```
Forces are in eV/Å.

As for the LUMO energy: 0.1220 eV. As for the spin multiplicity: 1. The value obtained for the energy relative to the best compared isomer or geometry (same formula, charge and spin) is 0.000 eV. The HOMO energy is -8.65 eV.

---

No. 2
Molecular formula: C15H30F3N3O15
Method: DFT, ωB97M-V/def2-TZVPD

Structure (XYZ):
```
66
Properties=species:S:1:pos:R:3:forces:R:3
N 0.6462 -1.4046 4.9849 -0.82 0.00 0.63
H 0.0346 -1.8295 5.6672 0.24 -0.35 0.59
H 0.8244 -2.0796 4.2550 0.60 -1.20 -0.86
H 1.4595 -0.9687 5.3954 -0.02 0.15 0.07
H 0.0389 -0.7125 4.5698 -0.38 1.62 -0.82
N 0.2385 0.3149 1.1291 0.76 -0.13 -1.38
H -0.3398 0.4199 1.9504 -0.81 1.12 1.16
H 0.8342 -0.4680 1.3577 0.00 -1.69 -0.15
H 0.9398 0.9936 0.8689 -0.26 1.13 0.94
H -0.2467 0.2463 0.2459 -0.73 -0.93 -0.12
N 4.0205 -0.3910 1.7125 1.74 0.52 0.27
H 3.3171 -1.1139 1.7642 -2.25 -1.19 -0.23
H 4.3290 -0.2643 2.6658 0.30 0.17 0.40
H 3.7182 0.5079 1.3651 -0.89 0.40 -0.13
H 4.7995 -0.7020 1.1499 0.33 -0.23 -0.12
C -2.0773 2.3342 4.9218 -0.11 0.33 0.29
C -0.9301 1.4156 4.6108 0.37 1.96 0.92
O 0.1028 1.5769 5.2830 0.73 -0.64 0.44
O -1.0545 0.6654 3.6385 0.13 -2.36 -1.93
H -1.8433 2.7915 5.8831 -0.54 0.01 0.00
H -3.0445 1.8350 4.8636 0.06 0.04 0.19
H -2.0681 3.1185 4.1648 -0.06 0.07 -0.07
C 1.8825 -4.1477 1.0907 -0.36 1.29 0.04
C 1.3755 -3.1407 2.1554 2.21 0.39 0.55
O 0.8817 -3.5980 3.1785 -0.80 0.07 0.14
O 1.7450 -1.8757 2.0911 0.12 -0.54 -0.74
H 2.3968 -4.9616 1.6017 -0.43 -0.10 -0.08
H 2.5909 -3.6613 0.4200 -0.02 0.06 -0.04
H 1.0278 -4.4560 0.4886 0.09 -0.40 0.13
C 2.9270 3.4266 -0.4600 0.12 1.53 -1.03
C 2.8375 3.1333 0.9998 -1.32 -3.04 -2.01
O 3.2590 3.8897 1.8982 0.25 0.57 0.81
O 2.3606 2.0105 1.3436 1.31 1.61 0.63
H 2.3713 2.7760 -1.1352 -0.08 -0.69 0.81
H 3.9502 3.4640 -0.8338 0.20 -0.06 0.36
H 2.5166 4.4028 -0.7182 0.10 0.34 0.40
C -1.1970 -4.0493 -3.6529 1.36 -1.83 -1.64
C -1.0872 -2.6896 -4.2314 -0.73 0.59 1.69
O -0.8364 -1.8921 -3.0310 0.97 0.14 -1.39
C -1.0798 -2.6527 -1.9142 0.44 3.29 1.82
O -1.0103 -2.2020 -0.7765 -0.12 -1.38 -2.71
O -1.4257 -3.8271 -2.3173 -0.52 -2.55 2.10
F -2.3384 -2.4260 -4.5811 -2.17 1.48 -1.18
H -0.2921 -4.6112 -3.8843 0.40 -0.17 0.76
H -1.9926 -4.6743 -4.0586 -0.22 0.53 -0.08
H -0.4810 -2.4753 -5.1116 0.66 0.08 0.66
C 1.1398 1.4131 -4.8926 -1.17 1.93 0.10
C -0.3326 1.7595 -4.7693 0.06 1.18 -0.73
O -0.5860 1.8547 -3.3788 -2.22 2.52 -2.07
C 0.3093 1.1870 -2.8018 1.57 -3.03 4.60
O 0.2557 0.8382 -1.6299 0.61 0.84 -1.56
O 1.2920 0.8428 -3.6137 2.41 -1.21 -0.16
F -1.0402 0.7232 -5.1703 -1.36 -1.22 -1.09
H 1.6605 2.3649 -4.9977 0.54 -0.05 0.38
H 1.3861 0.8418 -5.7876 -0.14 -0.70 0.63
H -0.6356 2.6991 -5.2312 -0.24 -0.21 -0.13
C -3.4234 2.2215 -1.1222 0.43 1.39 0.38
C -4.3923 1.1778 -1.6020 1.20 -0.04 -0.15
O -4.4187 0.2528 -0.5670 -1.86 -0.21 0.18
C -3.5362 0.5406 0.3920 2.12 -1.27 1.40
O -3.2723 -0.1531 1.3435 -0.80 1.41 -1.60
O -2.8292 1.6442 0.0207 -0.09 -0.11 0.79
F -3.7745 0.5277 -2.6296 -0.36 -0.24 -1.03
H -3.8947 3.1691 -0.8616 -0.26 -0.07 0.24
H -2.6211 2.4809 -1.8129 -0.23 -0.43 -0.30
H -5.3672 1.5663 -1.8964 -0.05 -0.51 0.01
```
Forces are in eV/Å.

As for the LUMO energy (alpha / beta): -2.9115 / -6.9316 eV. As for the spin multiplicity: 2. Its expectation value of S² is 0.756. The total charge is +1. The HOMO energy (alpha / beta) is -9.95 / -9.94 eV.

---

The lowest spin multiplicity belongs to which entry? C51H60O9P2SiZn